Entry from OMol25: C13H15Br2NO4S in the gas phase at a distorted geometry (ωB97M-V/def2-TZVPD).

```
36
Properties=species:S:1:pos:R:3:mulliken_charge:R:1
C 0.32 -1.43 -1.38 -1.38
C 0.97 -0.07 -1.06 0.61
O 0.29 0.92 -1.85 -0.31
C 0.61 0.98 -3.19 0.46
C 1.91 1.20 -3.59 -0.39
C 2.22 1.34 -4.93 -0.33
C 1.22 1.35 -5.92 -0.27
Br 1.67 1.54 -7.74 -0.16
C -0.09 1.17 -5.50 -0.10
C -0.42 0.98 -4.13 -0.16
Br -2.24 0.74 -3.59 -0.15
C 0.88 0.24 0.42 0.21
O 1.64 -0.28 1.22 -0.66
N -0.18 0.97 0.88 -0.02
C -0.48 1.29 2.25 -0.87
C -1.22 0.24 3.03 0.22
C -0.88 -0.06 4.32 -0.82
S -1.87 -1.17 5.39 1.13
C -0.96 -2.74 5.33 -0.96
O -3.22 -1.33 4.84 -0.63
O -1.86 -0.68 6.79 -0.65
H 0.39 -1.60 -2.45 0.37
H 0.84 -2.26 -0.89 0.41
H -0.76 -1.46 -1.11 0.30
H 2.05 -0.12 -1.25 0.20
H 2.71 1.33 -2.86 0.40
H 3.28 1.51 -5.20 0.38
H -0.87 1.15 -6.28 0.38
H -0.78 1.32 0.14 0.23
H -1.11 2.16 2.25 0.44
H 0.45 1.61 2.75 0.35
H -2.11 -0.14 2.54 0.40
H 0.01 0.39 4.81 0.30
H 0.04 -2.60 5.74 0.35
H -1.55 -3.41 5.92 0.34
H -0.89 -3.07 4.31 0.36
```

## Properties
E_tot   -174323.26304 eV
Relative energy (zero: lowest compared OMol25 entry of this formula, charge and spin)   4.2 kcal per mole
Gap between HOMO and LUMO   9.5 eV
E_LUMO   0.3 eV
SMILES   C[C@@H](Oc1ccc(Br)cc1Br)C(=O)NC/C=C/S(C)(=O)=O
Charge   0
Molecular weight   441.14 g/mol

Entry from OMol25: C13H15BrO in the gas phase at a distorted geometry (ωB97M-V/def2-TZVPD).

```
30
Properties=species:S:1:pos:R:3:mulliken_charge:R:1
C -2.93 -1.18 2.23 -1.35
C -1.46 -1.27 2.01 0.88
C -0.61 -2.05 2.95 -1.26
C -0.86 -0.56 0.92 -0.10
O 0.49 -0.79 0.67 -0.38
C 1.32 0.21 0.08 0.60
C 2.65 -0.47 -0.10 -0.88
C 3.51 -0.13 -1.06 -0.39
C 3.18 0.91 -2.00 -0.43
C 1.94 1.42 -2.05 -1.01
C 0.88 0.96 -1.18 0.66
C -0.41 1.23 -1.43 0.61
C -1.11 2.01 -2.46 -1.76
C -1.38 0.41 -0.30 -0.32
Br -2.53 -0.75 -1.44 -0.13
H -3.26 -2.02 2.84 0.38
H -3.47 -1.22 1.28 0.31
H -3.20 -0.25 2.73 0.28
H 0.45 -1.92 2.73 0.28
H -0.85 -3.11 2.88 0.31
H -0.81 -1.71 3.97 0.34
H 1.47 1.01 0.84 0.17
H 2.85 -1.25 0.61 0.36
H 4.46 -0.62 -1.15 0.40
H 3.94 1.23 -2.70 0.39
H 1.67 2.15 -2.80 0.30
H -2.12 2.26 -2.13 0.38
H -1.19 1.45 -3.39 0.34
H -0.56 2.93 -2.66 0.48
H -2.08 1.14 0.12 0.55
```

## Properties
E_tot   -85811.21636 eV
Relative energy (zero: lowest compared OMol25 entry of this formula, charge and spin)   8.3 kcal per mole
Gap between HOMO and LUMO   8.1 eV
E_LUMO   0.1 eV
SMILES   CC(C)=C1O[C@H]2C=CC=CC2=C(C)[C@H]1Br
Charge   0
Molecular weight   267.17 g/mol

Entry from OMol25: C13H15F3N2O2 in the gas phase at a distorted geometry (ωB97M-V/def2-TZVPD).

```
35
Properties=species:S:1:pos:R:3:mulliken_charge:R:1
C 0.75 1.09 3.09 -0.89
N 0.09 0.24 2.09 0.15
C -0.19 -1.15 2.57 -0.85
C 0.42 0.53 0.77 -0.94
C 0.27 -0.62 -0.30 0.40
C -0.89 -1.36 -0.39 -0.17
C -0.93 -2.40 -1.33 -0.98
C 0.13 -2.64 -2.18 0.15
C 0.03 -3.64 -3.26 0.90
F 0.83 -3.36 -4.32 -0.27
F 0.37 -4.90 -2.85 -0.26
F -1.23 -3.74 -3.74 -0.27
C 1.33 -1.96 -1.99 -0.81
C 1.41 -0.92 -1.05 -0.40
N -0.15 1.92 0.08 0.26
C -1.44 2.43 -0.16 -0.36
C -1.15 3.93 -0.36 -0.40
O 0.27 4.13 0.03 -0.39
C 0.79 2.94 0.17 0.49
O 2.00 2.74 0.39 -0.64
H 0.70 0.63 4.08 0.39
H 1.80 1.26 2.82 0.30
H 0.21 2.06 3.15 0.21
H 0.05 -1.16 3.63 0.35
H -1.27 -1.41 2.45 0.24
H 0.42 -1.94 2.05 0.32
H 1.44 0.97 0.70 0.68
H -1.75 -1.16 0.24 0.52
H -1.83 -3.02 -1.42 0.37
H 2.21 -2.21 -2.58 0.38
H 2.33 -0.35 -0.89 0.42
H -2.11 2.25 0.69 0.30
H -1.88 2.01 -1.09 0.23
H -1.26 4.23 -1.38 0.27
H -1.78 4.58 0.26 0.29
```

## Properties
E_tot   -28951.48882 eV
Relative energy (zero: lowest compared OMol25 entry of this formula, charge and spin)   50.0 kcal per mole
Gap between HOMO and LUMO   9.3 eV
E_LUMO   0.6 eV
SMILES   CN(C)[C@@H](c1ccc(C(F)(F)F)cc1)N1CCOC1=O
Charge   0
Molecular weight   288.27 g/mol